Entry 1:
One molecule with the formula C4H6N2 at a distorted geometry. Source: the Open Molecules 2025 dataset; level of theory: ωB97M-V/def2-TZVPD.

Structure (XYZ):
```
12
C4H6N2 | the Open Molecules 2025 dataset | ωB97M-V/def2-TZVPD
C -1.110 1.631 -0.249
C -0.265 0.556 -0.802
C 0.624 -0.021 0.218
N 1.243 -1.307 -0.123
C 0.578 -2.405 0.286
N 0.027 -3.348 0.682
H -1.289 2.440 -0.964
H -0.880 2.028 0.753
H -2.080 1.102 -0.181
H 1.421 0.751 0.238
H 0.246 -0.075 1.251
H 1.485 -1.351 -1.108
```

As for the charge: 0. The calculation puts the gap between HOMO and LUMO at 8.81 eV. For the HOMO energy, the calculation gives -9.2 eV. The relative energy (zero: lowest compared OMol25 entry of this formula, charge and spin) is 98.7 kcal per mole.

And the Mulliken charges, in e, turn out to be: atom 1 (C): -0.790, atom 2 (C): -0.297, atom 3 (C): -0.431, atom 4 (N): -0.312, atom 5 (C): 0.377, atom 6 (N): -0.432, atom 7 (H): 0.319, atom 8 (H): 0.289, atom 9 (H): 0.293, atom 10 (H): 0.304, atom 11 (H): 0.389, atom 12 (H): 0.292


Entry 2:
A 3-piece molecular cluster, C2H11N2O2 overall at a distorted geometry. Source: the Open Molecules 2025 dataset; level of theory: ωB97M-V/def2-TZVPD.

Structure (XYZ):
```
17
C2H11N2O2 | the Open Molecules 2025 dataset | ωB97M-V/def2-TZVPD
C -1.666 -0.370 2.158
N -0.894 -0.033 0.919
C -1.370 0.090 -0.284
N -0.704 0.738 -1.223
H -1.073 -0.864 2.912
H -2.069 0.568 2.529
H -2.582 -0.960 1.838
H 0.116 0.108 1.013
H -2.248 -0.480 -0.516
H 0.235 1.171 -0.909
H -1.268 0.846 -2.050
H 3.274 -1.084 -1.671
H 1.854 -1.614 -2.024
O 2.409 -1.306 -1.298
H 2.327 1.815 -0.557
H 1.981 0.231 -0.517
O 1.677 1.147 -0.319
```

As for the charge: +1. The calculation puts the gap between HOMO and LUMO at 11.40 eV. For the HOMO energy, the calculation gives -14.5 eV. The relative energy (zero: lowest compared OMol25 entry of this formula, charge and spin) is 15.2 kcal per mole.

And the Mulliken charges, in e, turn out to be: atom 1 (C): -0.749, atom 2 (N): -0.124, atom 3 (C): 0.163, atom 4 (N): -0.314, atom 5 (H): 0.296, atom 6 (H): 0.329, atom 7 (H): 0.276, atom 8 (H): 0.234, atom 9 (H): 0.355, atom 10 (H): 0.313, atom 11 (H): 0.223, atom 12 (H): 0.347, atom 13 (H): 0.342, atom 14 (O): -0.719, atom 15 (H): 0.301, atom 16 (H): 0.435, atom 17 (O): -0.708


Entry 3:
A 2-piece molecular cluster, C6H15O3SSi overall at a distorted geometry. Source: the Open Molecules 2025 dataset; level of theory: ωB97M-V/def2-TZVPD.

Structure (XYZ):
```
26
C6H15O3SSi | the Open Molecules 2025 dataset | ωB97M-V/def2-TZVPD
C 0.939 -1.029 -1.696
C -1.547 -0.512 -2.339
C 0.505 1.683 3.193
C -0.947 -0.916 0.000
C -0.219 -0.403 1.250
C -0.415 -0.378 -1.298
O 3.291 1.104 -1.460
O 4.284 2.257 0.496
O 3.066 3.523 -1.267
Si 0.038 1.539 1.298
S 3.225 2.256 -0.551
H 0.987 -2.182 -1.724
H 1.628 -0.739 -0.889
H 1.425 -0.551 -2.543
H -1.687 -1.600 -2.677
H -1.557 0.061 -3.294
H -2.456 -0.364 -1.738
H -0.406 1.560 3.910
H 1.178 0.897 3.377
H 0.943 2.682 3.150
H -1.022 -1.993 -0.133
H -1.957 -0.620 0.190
H 0.798 -0.609 1.313
H -0.699 -0.696 2.186
H -0.225 0.756 -1.142
H -1.193 2.314 1.210
```

As for the charge: -1. The calculation puts the gap between HOMO and LUMO (alpha / beta) at 6.35 / 7.77 eV. For the HOMO energy (alpha / beta), the calculation gives -3.9 / -4.5 eV. The relative energy (zero: lowest compared OMol25 entry of this formula, charge and spin) is 64.2 kcal per mole.

And the Mulliken charges, in e, turn out to be: atom 1 (C): -1.292, atom 2 (C): -1.452, atom 3 (C): -0.999, atom 4 (C): -1.144, atom 5 (C): -0.915, atom 6 (C): 1.344, atom 7 (O): -0.519, atom 8 (O): -0.573, atom 9 (O): -0.568, atom 10 (Si): 0.281, atom 11 (S): 0.748, atom 12 (H): 0.253, atom 13 (H): 0.282, atom 14 (H): 0.415, atom 15 (H): 0.277, atom 16 (H): 0.313, atom 17 (H): 0.385, atom 18 (H): 0.250, atom 19 (H): 0.308, atom 20 (H): 0.281, atom 21 (H): 0.376, atom 22 (H): 0.349, atom 23 (H): 0.451, atom 24 (H): 0.466, atom 25 (H): -0.128, atom 26 (H): -0.186


Entry 4:
A 5-piece molecular cluster, C51H60ClF12N4O6S overall at a distorted geometry. Source: the Open Molecules 2025 dataset; level of theory: ωB97M-V/def2-TZVPD.

Structure (XYZ):
```
135
C51H60ClF12N4O6S | the Open Molecules 2025 dataset | ωB97M-V/def2-TZVPD
C -4.044 -1.090 0.898
C -2.896 -0.823 1.074
C -1.444 -0.716 1.222
C -0.960 0.439 0.246
S -1.252 2.037 1.159
O -1.605 1.729 2.508
O -0.146 2.938 1.001
C -2.669 3.106 0.457
F -3.011 3.841 1.515
F -2.108 3.925 -0.428
C -3.969 2.532 -0.165
F -4.426 3.529 -0.954
F -3.724 1.501 -0.983
C -5.135 2.257 0.846
F -5.754 3.392 1.112
F -6.000 1.429 0.273
F -4.691 1.748 1.987
N 0.378 0.261 -0.527
C 0.158 0.814 -1.919
C -0.386 2.214 -2.090
N -1.206 2.330 -3.044
C 1.634 0.986 0.072
C 2.207 2.167 -0.664
F 2.631 0.078 0.145
C 0.589 -1.348 -0.616
O 1.734 -1.674 -1.283
C -0.552 -1.913 -1.528
C -0.435 -3.376 -1.896
O 0.322 -3.761 -2.718
Cl -1.609 -4.496 -1.218
C 0.596 -2.029 0.801
C 1.147 -3.468 0.765
C 2.613 -3.954 0.580
C 3.595 -3.801 -0.591
C 3.096 -4.274 -1.952
C 4.406 -2.494 -0.629
C 1.161 -1.337 2.082
N 2.598 -1.434 2.365
C 3.104 -0.300 3.144
N -0.881 -2.053 1.056
C -1.400 -2.931 2.103
C -2.603 -3.811 1.764
O -2.186 -5.164 1.936
C -3.138 -6.146 1.841
O -3.174 -6.997 2.677
C -4.030 -6.150 0.630
C -5.266 -7.015 0.833
H -5.071 -1.320 0.741
H -1.301 -0.386 2.255
H -1.688 0.431 -0.561
H 1.055 0.673 -2.515
H -0.611 0.239 -2.409
H -0.073 3.053 -1.484
H -1.522 3.295 -3.155
H 1.423 1.260 1.096
H 3.169 2.341 -0.185
H 1.648 3.081 -0.559
H 2.421 1.977 -1.712
H 1.756 -1.343 -2.189
H -1.565 -1.611 -1.283
H -0.368 -1.507 -2.520
H 0.453 -4.133 0.253
H 0.996 -3.772 1.801
H 3.186 -3.726 1.475
H 2.482 -5.037 0.670
H 4.367 -4.532 -0.332
H 2.272 -4.982 -1.850
H 3.879 -4.791 -2.499
H 2.752 -3.465 -2.591
H 5.452 -2.687 -0.843
H 4.061 -1.818 -1.407
H 4.354 -2.017 0.348
H 0.862 -0.302 2.230
H 0.643 -1.866 2.888
H 2.741 -2.243 2.956
H 2.715 -0.274 4.166
H 4.188 -0.363 3.202
H 2.865 0.644 2.661
H -0.663 -3.592 2.544
H -1.733 -2.322 2.952
H -2.978 -3.600 0.769
H -3.415 -3.602 2.462
H -3.431 -6.559 -0.187
H -4.328 -5.151 0.318
H -5.819 -6.714 1.718
H -5.002 -8.064 0.913
H -5.919 -6.896 -0.029
F -4.545 2.638 -7.408
C -4.403 3.390 -6.302
C -3.950 4.688 -6.432
C -3.808 5.458 -5.287
C -4.110 4.924 -4.040
C -4.561 3.615 -3.938
C -4.714 2.836 -5.077
H -3.717 5.080 -7.412
H -3.463 6.480 -5.371
H -4.000 5.531 -3.151
H -4.799 3.194 -2.978
H -5.069 1.815 -5.025
F 6.163 -4.161 -2.309
C 7.209 -5.016 -2.200
C 6.951 -6.339 -1.907
C 8.024 -7.211 -1.796
C 9.322 -6.751 -1.970
C 9.550 -5.414 -2.261
C 8.486 -4.531 -2.382
H 5.931 -6.674 -1.770
H 7.844 -8.254 -1.573
H 10.155 -7.435 -1.881
H 10.561 -5.052 -2.395
H 8.639 -3.486 -2.615
F 4.234 7.970 -0.465
C 3.083 7.284 -0.389
C 3.022 6.178 0.437
C 1.829 5.473 0.512
C 0.727 5.876 -0.231
C 0.818 6.991 -1.055
C 2.002 7.707 -1.138
H 3.895 5.885 1.004
H 1.760 4.614 1.164
H -0.201 5.327 -0.160
H -0.038 7.309 -1.635
H 2.095 8.582 -1.766
F -0.374 4.850 5.533
C -1.712 5.030 5.569
C -2.481 4.467 4.572
C -3.856 4.649 4.612
C -4.435 5.391 5.633
C -3.635 5.949 6.621
C -2.259 5.769 6.598
H -2.003 3.897 3.790
H -4.479 4.210 3.844
H -5.507 5.533 5.659
H -4.083 6.530 7.415
H -1.619 6.190 7.360
```

As for the charge: +1. The calculation puts the gap between HOMO and LUMO at 7.78 eV. For the HOMO energy, the calculation gives -10.8 eV.

Atom charges from the Mulliken analysis, given in e for atoms 1 to 99: atom 1 (C): -0.875, atom 2 (C): -1.904, atom 3 (C): -0.526, atom 4 (C): -1.056, atom 5 (S): 1.583, atom 6 (O): -0.532, atom 7 (O): -0.621, atom 8 (C): 0.174, atom 9 (F): -0.128, atom 10 (F): -0.177, atom 11 (C): 0.932, atom 12 (F): -0.355, atom 13 (F): -0.213, atom 14 (C): 0.441, atom 15 (F): -0.241, atom 16 (F): -0.288, atom 17 (F): -0.174, atom 18 (N): 1.492, atom 19 (C): -0.799, atom 20 (C): -0.822, atom 21 (N): -0.567, atom 22 (C): 0.747, atom 23 (C): -1.539, atom 24 (F): -0.078, atom 25 (C): -1.651, atom 26 (O): 0.301, atom 27 (C): -0.676, atom 28 (C): -0.423, atom 29 (O): -0.395, atom 30 (Cl): -0.059, atom 31 (C): 0.498, atom 32 (C): -0.372, atom 33 (C): -2.690, atom 34 (C): 1.045, atom 35 (C): -1.604, atom 36 (C): -1.627, atom 37 (C): -2.715, atom 38 (N): 0.063, atom 39 (C): -0.961, atom 40 (N): 1.330, atom 41 (C): -0.537, atom 42 (C): -1.430, atom 43 (O): -0.207, atom 44 (C): 0.404, atom 45 (O): -0.564, atom 46 (C): 0.248, atom 47 (C): -1.450, atom 48 (H): 0.582, atom 49 (H): 1.481, atom 50 (H): 0.976, atom 51 (H): 0.645, atom 52 (H): 0.441, atom 53 (H): 0.602, atom 54 (H): 0.341, atom 55 (H): 0.496, atom 56 (H): 0.579, atom 57 (H): -0.200, atom 58 (H): 0.373, atom 59 (H): 0.603, atom 60 (H): 0.504, atom 61 (H): 1.060, atom 62 (H): 0.927, atom 63 (H): 0.449, atom 64 (H): 0.520, atom 65 (H): 0.538, atom 66 (H): 0.718, atom 67 (H): 0.347, atom 68 (H): 0.475, atom 69 (H): 0.128, atom 70 (H): 0.566, atom 71 (H): 0.150, atom 72 (H): 0.185, atom 73 (H): 0.436, atom 74 (H): 1.105, atom 75 (H): 0.456, atom 76 (H): 0.367, atom 77 (H): 0.355, atom 78 (H): 0.271, atom 79 (H): 0.622, atom 80 (H): 0.405, atom 81 (H): 0.338, atom 82 (H): 0.701, atom 83 (H): 0.195, atom 84 (H): 0.216, atom 85 (H): 0.348, atom 86 (H): 0.320, atom 87 (H): 0.412, atom 88 (F): -0.316, atom 89 (C): 0.369, atom 90 (C): -0.538, atom 91 (C): -0.369, atom 92 (C): -0.702, atom 93 (C): 0.027, atom 94 (C): -0.641, atom 95 (H): 0.441, atom 96 (H): 0.393, atom 97 (H): 0.476, atom 98 (H): 0.402, atom 99 (H): 0.453


Entry 5:
C14H37N4O8V as an isolated structure at a distorted geometry. Source: the Open Molecules 2025 dataset; level of theory: ωB97M-V/def2-TZVPD.

Structure (XYZ):
```
64
C14H37N4O8V | the Open Molecules 2025 dataset | ωB97M-V/def2-TZVPD
O -0.079 0.235 -1.746
V -0.249 0.375 -0.230
N -3.507 1.341 -0.156
O -2.331 1.016 -0.410
O -3.710 2.540 -0.149
O -4.399 0.522 0.000
C -1.543 1.917 2.706
O -0.412 1.201 1.952
C 0.818 1.224 2.641
C 1.746 0.094 1.991
N 1.832 0.263 0.433
C 2.822 -0.744 -0.101
C 2.119 -2.063 -0.397
O 1.193 -1.889 -1.539
C 0.704 -3.055 -2.087
H -2.510 1.811 2.215
H -1.399 2.991 2.831
H -1.666 1.533 3.718
H 0.760 1.059 3.717
H 1.290 2.185 2.439
H 1.219 -0.830 2.231
H 2.681 0.135 2.550
H 2.347 1.110 0.240
H 3.743 -0.930 0.451
H 3.131 -0.264 -1.029
H 1.713 -2.429 0.546
H 2.964 -2.718 -0.613
H 1.611 -3.494 -2.503
H 0.159 -2.841 -3.007
H 0.165 -3.738 -1.430
C -2.759 -1.577 1.790
C -1.332 -2.046 1.423
C -1.239 -3.554 1.527
O 0.015 -4.073 1.056
C 0.204 -5.450 0.958
N -1.034 -1.657 0.106
H -2.881 -0.494 1.783
H -3.173 -1.949 2.727
H -3.581 -1.915 1.159
H -0.644 -1.701 2.194
H -2.076 -4.007 0.997
H -1.376 -3.800 2.580
H -0.404 -5.936 1.720
H 1.254 -5.702 1.105
H -0.143 -5.870 0.013
H -0.566 -2.542 -0.034
H -1.771 -1.866 -0.553
C -1.207 4.491 -1.479
C -0.328 3.297 -1.672
C 0.983 3.588 -2.440
O 1.687 2.324 -2.582
C 2.682 2.264 -3.610
N -0.028 2.740 -0.422
H -0.745 5.208 -0.801
H -2.251 4.422 -1.174
H -1.121 5.084 -2.390
H -0.946 2.618 -2.260
H 1.726 4.184 -1.910
H 0.675 3.974 -3.412
H 3.376 1.443 -3.432
H 3.270 3.179 -3.535
H 2.435 2.293 -4.672
H -0.711 3.209 0.156
H 0.800 3.266 -0.182
```

As for the charge: +1. The calculation puts the gap between HOMO and LUMO (alpha / beta) at 8.92 / 9.01 eV. The spin multiplicity is 2. For the HOMO energy (alpha / beta), the calculation gives -11.6 / -11.6 eV.

And the Mulliken charges, in e, turn out to be: atom 1 (O): -0.281, atom 2 (V): 1.067, atom 3 (N): 0.659, atom 4 (O): -0.275, atom 5 (O): -0.600, atom 6 (O): -0.620, atom 7 (C): -1.061, atom 8 (O): 0.295, atom 9 (C): -0.740, atom 10 (C): -0.727, atom 11 (N): -0.155, atom 12 (C): -1.151, atom 13 (C): -0.145, atom 14 (O): -0.170, atom 15 (C): -0.917, atom 16 (H): 0.285, atom 17 (H): 0.321, atom 18 (H): 0.393, atom 19 (H): 0.538, atom 20 (H): 0.351, atom 21 (H): 0.185, atom 22 (H): 0.497, atom 23 (H): 0.292, atom 24 (H): 0.454, atom 25 (H): 0.286, atom 26 (H): 0.080, atom 27 (H): 0.609, atom 28 (H): 0.413, atom 29 (H): 0.237, atom 30 (H): 0.248, atom 31 (C): -1.638, atom 32 (C): 1.459, atom 33 (C): -1.410, atom 34 (O): -0.169, atom 35 (C): -0.947, atom 36 (N): 0.497, atom 37 (H): -0.013, atom 38 (H): 0.528, atom 39 (H): 0.439, atom 40 (H): -0.341, atom 41 (H): 0.463, atom 42 (H): 0.568, atom 43 (H): 0.359, atom 44 (H): 0.259, atom 45 (H): 0.341, atom 46 (H): -0.345, atom 47 (H): 0.373, atom 48 (C): -1.751, atom 49 (C): 0.420, atom 50 (C): -0.898, atom 51 (O): -0.129, atom 52 (C): -0.925, atom 53 (N): -0.124, atom 54 (H): 0.476, atom 55 (H): 0.373, atom 56 (H): 0.401, atom 57 (H): -0.046, atom 58 (H): 0.442, atom 59 (H): 0.399, atom 60 (H): 0.235, atom 61 (H): 0.375, atom 62 (H): 0.341, atom 63 (H): 0.221, atom 64 (H): 0.396


Entry 6:
C8H7N3O2 as an isolated structure at a distorted geometry. Source: the Open Molecules 2025 dataset; level of theory: ωB97M-V/def2-TZVPD.

Structure (XYZ):
```
20
C8H7N3O2 | the Open Molecules 2025 dataset | ωB97M-V/def2-TZVPD
C -0.132 1.947 1.023
C 0.110 1.160 -0.019
C -1.406 1.965 1.683
C -0.713 -1.135 -0.390
C -2.477 0.707 -0.290
C -2.155 -2.852 0.747
C -1.061 0.318 -0.628
C 0.514 -1.736 -0.832
N -1.653 -1.831 0.266
N -2.559 1.656 1.370
N -3.499 0.901 -0.897
O -2.740 -3.699 1.232
O -4.496 1.165 -1.367
H 0.717 2.362 1.576
H 1.102 0.889 -0.373
H -1.295 2.348 2.847
H -0.835 0.489 -1.707
H 0.581 -2.400 -1.662
H 0.789 -2.411 0.026
H 1.322 -0.954 -1.070
```

As for the charge: +2. The calculation puts the gap between HOMO and LUMO (alpha / beta) at 7.84 / 7.84 eV. For the HOMO energy (alpha / beta), the calculation gives -18.7 / -18.7 eV. The relative energy (zero: lowest compared OMol25 entry of this formula, charge and spin) is 20.0 kcal per mole.

And the Mulliken charges, in e, turn out to be: atom 1 (C): -0.518, atom 2 (C): -0.280, atom 3 (C): 0.137, atom 4 (C): 0.588, atom 5 (C): -0.197, atom 6 (C): 0.579, atom 7 (C): 0.370, atom 8 (C): -1.039, atom 9 (N): -0.160, atom 10 (N): -0.370, atom 11 (N): 0.652, atom 12 (O): -0.146, atom 13 (O): -0.291, atom 14 (H): 0.362, atom 15 (H): 0.354, atom 16 (H): 0.408, atom 17 (H): 0.470, atom 18 (H): 0.399, atom 19 (H): 0.409, atom 20 (H): 0.273


Repeat the first record exactly.
One molecule with the formula C4H6N2 at a distorted geometry. Source: the Open Molecules 2025 dataset; level of theory: ωB97M-V/def2-TZVPD.

Structure (XYZ):
```
12
C4H6N2 | the Open Molecules 2025 dataset | ωB97M-V/def2-TZVPD
C -1.110 1.631 -0.249
C -0.265 0.556 -0.802
C 0.624 -0.021 0.218
N 1.243 -1.307 -0.123
C 0.578 -2.405 0.286
N 0.027 -3.348 0.682
H -1.289 2.440 -0.964
H -0.880 2.028 0.753
H -2.080 1.102 -0.181
H 1.421 0.751 0.238
H 0.246 -0.075 1.251
H 1.485 -1.351 -1.108
```

As for the charge: 0. The calculation puts the gap between HOMO and LUMO at 8.81 eV. For the HOMO energy, the calculation gives -9.2 eV. The relative energy (zero: lowest compared OMol25 entry of this formula, charge and spin) is 98.7 kcal per mole.

And the Mulliken charges, in e, turn out to be: atom 1 (C): -0.790, atom 2 (C): -0.297, atom 3 (C): -0.431, atom 4 (N): -0.312, atom 5 (C): 0.377, atom 6 (N): -0.432, atom 7 (H): 0.319, atom 8 (H): 0.289, atom 9 (H): 0.293, atom 10 (H): 0.304, atom 11 (H): 0.389, atom 12 (H): 0.292


> Which formula does entry 6 have?

C8H7N3O2


> Which of these has the highest charge?

C8H7N3O2